16
Properties=species:S:1:pos:R:3 method="wB97M-V/def2-TZVPD" e_homo_ev=-8.51 molar_mass_g_mol=167.189 total_energy_ha=-873.00046
S -4.169 0.197 0.158
O 1.472 2.105 -0.163
O -1.955 -1.141 -0.342
N -1.621 1.095 -0.287
C 1.049 0.856 0.027
C -0.533 -0.893 -0.204
C -0.268 0.477 -0.183
C -2.552 0.087 -0.244
C 1.730 -1.345 0.062
C 2.066 -0.068 0.004
C 0.421 -1.811 -0.008
H -1.985 2.081 -0.533
H 0.783 2.819 1.161
H 3.041 0.303 0.059
H -0.089 -2.751 0.293
H 2.610 -2.009 0.201